The following is a quantum chemistry calculation of a 2-piece molecular cluster, C9H15N3O2 overall, from the OMol25 dataset.

The geometry in XYZ format:
```
29
Properties=species:S:1:pos:R:3:forces:R:3
C -2.589 0.197 0.348 -1.90 -0.84 -0.33
C -3.058 -1.794 -0.238 0.35 0.58 1.07
C -1.575 -0.167 -0.474 -0.35 -0.22 0.89
C 1.139 -1.853 0.103 0.33 -0.91 -1.17
C 0.247 0.157 -2.108 0.78 2.42 -0.81
C -0.077 1.896 -0.231 -3.96 -2.86 -0.40
C 0.190 -0.461 1.933 -1.17 -0.44 0.15
C -0.336 0.461 -0.738 4.10 -0.89 0.34
C 1.047 -0.552 0.744 -0.72 1.54 -1.91
N -3.561 -0.812 0.479 1.65 0.89 -0.82
N -1.839 -1.469 -0.788 -0.72 -0.75 -0.59
N 2.280 0.190 0.615 0.16 0.22 0.85
O 2.005 -1.951 -0.987 -0.21 1.44 1.26
O 0.488 -2.818 0.415 -0.17 -0.03 -0.03
H -2.790 1.168 0.661 -0.24 1.35 0.85
H -3.564 -2.735 -0.168 0.41 -0.62 -0.74
H 1.280 0.635 -2.279 -1.53 -0.57 0.41
H -0.436 0.569 -2.885 0.38 0.34 0.43
H 0.327 -0.835 -2.458 0.12 -1.52 0.34
H 0.865 2.282 -0.166 2.74 0.37 0.07
H -0.609 2.408 -0.993 -0.60 1.45 -0.45
H -0.635 1.935 0.699 0.14 0.63 0.23
H 0.410 0.495 2.458 -0.16 -1.03 0.24
H -0.892 -0.422 1.575 1.18 0.05 0.80
H 0.233 -1.442 2.477 0.19 1.23 0.24
H -1.136 -2.043 -1.228 -0.45 -0.45 0.08
H 3.049 -0.461 0.877 -0.42 1.19 0.08
H 2.279 1.078 1.182 0.21 -1.62 -0.78
H 2.370 -1.027 -1.047 -0.13 -0.96 -0.31
```
Forces are in eV/Å.

Computed properties:
LUMO level = 0.25 eV
HOMO-LUMO gap = 8.0386 eV
spin multiplicity = 1
relative energy (zero: lowest compared OMol25 entry of this formula, charge and spin) = 20.94 kcal per mole